This record from the OMol25 dataset describes 2 unconnected molecules or ions with the total composition C6H9NO in a non-equilibrium geometry. The level of theory is ωB97M-V with the def2-TZVPD basis set.

Relative energy (zero: lowest compared OMol25 entry of this formula, charge and spin) (kJ/mol): 589.04
HOMO (alpha / beta) (eV): -7.927 / -7.838
Orbital gap (alpha / beta) (Ha): 0.2565 / 0.2560

Geometry (Å):
1 H 1.5876 -1.7468 0.9442
2 C -1.1374 -1.5795 -0.3335
3 O -1.8183 1.0860 0.2142
4 C 1.4205 0.1491 -1.3240
5 C -0.5360 -0.4897 0.2454
6 H -3.2574 2.1370 1.1855
7 H 1.7494 -0.8284 -1.7499
8 H 2.2225 0.9208 -1.1019
9 H 1.5809 -0.2699 2.0904
10 C 0.7602 0.1038 0.0477
11 H 0.9009 0.7423 -2.1034
12 H 2.7606 -0.5499 0.7140
13 H 0.7168 1.1920 0.3127
14 C -3.0201 1.4713 0.3302
15 C 1.7380 -0.6506 1.0557
16 N -1.7721 -2.5062 -0.5600
17 H -3.8962 0.8188 0.0326

Atomic partial charges in e from the Mulliken method, atoms 1 to 2: H 0.340; C 0.265

---

This record from the OMol25 dataset describes a molecular structure, C2H4F6N3P3 in a non-equilibrium geometry. The level of theory is ωB97M-V with the def2-TZVPD basis set.

Relative energy (zero: lowest compared OMol25 entry of this formula, charge and spin) (kJ/mol): 117.43
HOMO (eV): -10.292
Orbital gap (Ha): 0.3415

Geometry (Å):
1 N 0.6836 0.6966 -2.1032
2 P 0.8478 -0.8243 1.0218
3 F 0.2962 3.0196 -1.3852
4 H -0.5608 0.7240 2.3215
5 N 2.0283 -0.6500 -0.1182
6 F 0.0797 -2.6606 0.9555
7 P -0.1606 1.5518 -1.0635
8 N -0.2056 1.5384 0.4864
9 H -2.0452 -0.7815 0.0670
10 H -1.8078 -1.2341 1.7283
11 F 1.1989 -1.7975 -2.3493
12 C -1.8966 -0.3062 1.0777
13 H -2.6931 0.3252 1.4173
14 C -0.5289 0.3956 1.2896
15 F 3.0434 -0.3111 -2.3294
16 F 1.5965 -1.0233 2.3729
17 P 1.6650 -0.4548 -1.6884
18 F -1.5408 1.7921 -1.7009

Atomic partial charges in e from the Mulliken method, atoms 1 to 2: N -0.322; P 1.005

---

This record from the OMol25 dataset describes a single C5H8O2 molecule in a non-equilibrium geometry. The level of theory is ωB97M-V with the def2-TZVPD basis set.

Relative energy (zero: lowest compared OMol25 entry of this formula, charge and spin) (kJ/mol): 446.75
HOMO (eV): -8.894
Orbital gap (Ha): 0.3574
Structure (SMILES): O[C@H]1C[C@@]2(O)C[C@@H]12

Geometry (Å):
1 H -0.3328 -0.8972 2.0712
2 C 0.0539 1.1929 -0.7660
3 H 2.2465 -0.4517 -1.8214
4 O 2.1980 -0.1196 -0.9154
5 H 0.9072 1.3792 1.3327
6 C 0.8593 -0.0339 -0.5611
7 H -0.9523 1.1187 -1.1760
8 C 0.3650 0.7266 0.6535
9 H -1.4073 -1.0179 -0.2949
10 H -2.3341 0.4512 0.6060
11 O -2.0301 -0.4267 0.8900
12 C -0.4487 -0.4905 1.0686
13 C -0.1126 -1.2153 -0.2066
14 H 0.3290 -2.2255 -0.1969
15 H 0.6052 2.0897 -1.0395

Atomic partial charges in e from the Mulliken method, atoms 1 to 2: H 0.394; C -0.841

---

This record from the OMol25 dataset describes a molecular structure, C25H29GeN5OOsS2. The level of theory is ωB97M-V with the def2-TZVPD basis set.

⟨S²⟩: 0.76
Relative energy (zero: lowest compared OMol25 entry of this formula, charge and spin) (kJ/mol): 89.55
Total charge: +3
HOMO (alpha / beta) (eV): -17.357 / -17.356
Orbital gap (alpha / beta) (Ha): 0.2129 / 0.2089
Spin multiplicity: 2

Geometry (Å):
1 C 1.2644 4.1251 0.4365
2 C -3.5936 1.4046 -1.9126
3 C 2.4750 1.9811 1.6142
4 H -2.8530 -0.1583 0.2716
5 H 1.0303 -1.2282 -4.6717
6 C 4.3595 0.8051 2.7216
7 N -0.9882 -2.4459 1.9740
8 C 3.0972 3.2215 1.6916
9 H -0.7039 -4.3774 1.3198
10 C 4.2481 -1.5912 2.8801
11 H -1.6280 -2.0118 -3.3786
12 H -0.3698 0.6168 -5.6934
13 H 0.1066 -2.6587 -1.4661
14 N 2.4463 -0.3910 1.9031
15 C -1.3425 -3.7389 1.9140
16 H 4.6676 -2.5476 3.1591
17 H -4.5149 -0.4966 -1.5558
18 H -4.0698 -3.5349 3.8905
19 S 6.4226 3.9049 3.3485
20 H -2.6987 -1.7210 -0.5453
21 H 2.4390 -2.4533 2.0626
22 H -3.2576 -0.5578 -2.7585
23 H -0.2653 2.6873 -0.0690
24 C 2.4618 4.3184 1.0897
25 H -1.7273 0.1354 -4.6838
26 C -3.1892 -3.2207 3.3450
27 C -2.4644 -4.1456 2.6042
28 Ge -0.7216 -0.3211 -1.1784
29 C -2.6002 -0.6393 -0.6718
30 H -4.4917 2.8960 -3.2103
31 H 2.9290 5.2948 1.1341
32 H -0.3508 -1.8088 -5.5633
33 N 5.0947 4.3654 2.5730
34 H 1.2132 -1.5585 -2.2751
35 N 1.2670 1.8099 1.0043
36 H 0.7568 4.9420 -0.0570
37 C -0.5396 -2.0862 -3.4718
38 H -3.3262 -1.1513 3.9670
39 H -0.5403 1.0399 -1.8528
40 C 0.6864 2.8604 0.4143
41 C -4.5541 1.8261 -3.0204
42 H -5.5855 1.5983 -2.7517
43 H 5.8974 -0.4123 3.6038
44 H -3.9226 1.8216 -0.9549
45 N 6.1544 2.3254 3.4532
46 H -0.2548 0.8054 -3.9614
47 H -0.3374 -3.1410 -3.6691
48 Os 0.5656 -0.1523 1.1672
49 C 3.1120 0.7814 2.1074
50 O 0.1323 -2.0668 1.2790
51 C 4.3753 3.2718 2.3663
52 C -0.6356 0.1476 -4.7474
53 C 4.9278 -0.4130 3.1200
54 H -2.6051 1.8289 -2.1143
55 C 0.1566 -1.7851 -2.1185
56 C -1.6628 -1.5225 2.6792
57 H -2.7579 -5.1852 2.5599
58 C 4.9853 2.0997 2.8716
59 C 3.0045 -1.5564 2.2687
60 C -3.5168 -0.1140 -1.7936
61 C -2.7855 -1.8913 3.3916
62 S -1.0298 0.1247 2.5780
63 C -0.0625 -1.2620 -4.6644
64 H -4.3298 1.3064 -3.9533

Atomic partial charges in e from the Mulliken method, atoms 1 to 2: C -0.922; C -0.144